Below is C21H33F3GaN3O4P2S2 as an isolated structure in a non-equilibrium geometry, with properties calculated with the ωB97M-V functional and the def2-TZVPD basis.

Values from the calculation:
LUMO energy (eV): -6.0
E_HOMO (eV): -14.44
Frontier orbital gap (eV): 8.5

Geometry as ORCA input:
```
! wB97M-V def2-TZVPD RIJCOSX def2/J DEFGRID3
* xyz 2 1
Ga 0.47492 0.59204 0.16247
C 4.09517 1.42303 0.38012
P 2.74310 1.17049 -0.83727
C 2.90679 2.47531 -2.09283
C 3.26445 -0.35728 -1.65972
C 4.04456 -0.33350 -2.81285
C 4.54304 -1.50891 -3.34975
C 4.27587 -2.71936 -2.72866
C 3.46074 -2.75821 -1.60981
C 2.93225 -1.58445 -1.07278
P 1.75357 -1.65831 0.31557
C 0.96866 -3.28531 0.07160
C 2.75747 -1.88752 1.81904
H 4.91984 0.74803 0.15816
H 3.73666 1.23999 1.39182
H 4.45303 2.44868 0.32249
H 3.95985 2.69116 -2.27075
H 2.41200 3.37452 -1.73369
H 2.41450 2.15337 -3.01007
H 4.27266 0.60716 -3.29492
H 5.14238 -1.47817 -4.24918
H 4.69684 -3.63612 -3.11753
H 3.25097 -3.71578 -1.15460
H 0.56453 -3.35198 -0.93732
H 0.16431 -3.41832 0.78899
H 1.70543 -4.07210 0.22374
H 3.47748 -2.68931 1.65700
H 2.08983 -2.14754 2.64108
H 3.27702 -0.96410 2.06767
F 2.68672 4.10247 0.56196
C 2.02375 4.01202 1.72007
F 2.84904 3.51781 2.63524
F 1.61625 5.20542 2.08076
S 0.59139 2.84086 1.50419
O 0.32724 2.79197 0.05732
O -0.45460 3.35067 2.32007
O 1.15422 1.51935 1.89926
C -3.08550 2.65849 -0.09048
N -3.05974 2.24131 1.30494
C -3.98637 2.94368 2.19069
C -2.15054 1.41613 1.77890
C -2.15402 1.09142 3.24068
O -1.33852 0.83231 0.99416
H -4.08598 2.49942 -0.49297
H -2.35960 2.09869 -0.67204
H -2.84091 3.71915 -0.15944
H -4.70015 3.49382 1.58537
H -3.44519 3.65312 2.81891
H -4.53234 2.24615 2.82343
H -3.05962 0.54835 3.51533
H -2.11762 2.00902 3.82438
H -1.27592 0.49717 3.47724
C -4.95417 -2.30546 -2.75232
C -3.83985 -2.10982 -1.79141
C -3.78174 -2.65683 -0.53609
C -2.66282 -2.39597 0.26803
N -1.64828 -1.65057 -0.17439
C -1.73313 -1.07348 -1.36260
S -0.54861 0.01865 -1.94786
N -2.80716 -1.31668 -2.16583
C -2.58754 -2.90671 1.66260
H -5.68986 -3.00112 -2.36026
H -4.58557 -2.68726 -3.70627
H -5.44845 -1.35238 -2.95356
H -4.58248 -3.28429 -0.17552
H -2.82673 -0.86844 -3.07470
H -3.43171 -3.54836 1.89913
H -2.57068 -2.05526 2.34544
H -1.66113 -3.45233 1.83960
*
```

Mulliken charges, unit e, in atom order:
1. Ga 1.695
2. C -1.491
3. P 1.464
4. C -1.712
5. C 0.404
6. C -0.934
7. C -0.800
8. C -0.917
9. C -0.695
10. C -0.138
11. P 1.192
12. C -1.095
13. C -1.278
14. H 0.464
15. H 0.289
16. H 0.515
17. H 0.471
18. H 0.417
19. H 0.440
20. H 0.441
21. H 0.452
22. H 0.442
23. H 0.343
24. H 0.434
25. H -0.183
26. H 0.617
27. H 0.457
28. H 0.432
29. H 0.279
30. F -0.189
31. C 0.523
32. F -0.211
33. F -0.174
34. S 0.881
35. O -0.643
36. O -0.484
37. O -0.642
38. C -0.841
39. N 0.406
40. C -1.072
41. C 0.627
42. C -1.778
43. O -0.244
44. H 0.436
45. H 0.071
46. H 0.378
47. H 0.406
48. H 0.341
49. H 0.350
50. H 0.494
51. H 0.546
52. H 0.265
53. C -1.432
54. C 0.612
55. C -1.084
56. C 0.955
57. N 0.315
58. C 0.154
59. S -0.590
60. N 0.040
61. C -1.210
62. H 0.386
63. H 0.391
64. H 0.366
65. H 0.470
66. H 0.341
67. H 0.429
68. H 0.136
69. H 0.269

Below is C54H43N8SeY as an isolated structure in a non-equilibrium geometry, with properties calculated with the ωB97M-V functional and the def2-TZVPD basis.

Values from the calculation:
LUMO energy (eV): 4.1
E_HOMO (eV): -1.02
Frontier orbital gap (eV): 5.1

Geometry as ORCA input:
```
! wB97M-V def2-TZVPD RIJCOSX def2/J DEFGRID3
* xyz -2 1
Y 0.21385 0.77621 0.31195
C -5.75955 2.68535 -4.51671
C -5.90918 1.58344 -3.68765
C -4.86326 1.17965 -2.86306
C -3.65221 1.87020 -2.83063
C -3.51553 2.97056 -3.68171
C -4.55083 3.37631 -4.51004
C -2.54459 1.45459 -1.91783
C -1.27994 1.10795 -2.60150
C -1.16781 0.94021 -3.98785
C 0.17265 0.65730 -4.25431
C 0.84843 0.65572 -3.02707
N -0.05429 0.92008 -2.01602
C 2.25431 0.24734 -2.90338
C 3.03163 0.01630 -1.81677
C 4.29820 -0.71597 -1.76836
C 4.61419 -0.98474 -0.49645
C 3.58544 -0.42510 0.39903
C 3.45504 -0.72418 1.70855
C 4.58568 -1.49265 2.33020
C 4.73291 -2.86473 2.15535
C 5.78816 -3.54858 2.74791
C 6.70343 -2.86477 3.53872
C 6.55076 -1.49642 3.73397
C 5.49704 -0.81482 3.13762
C 2.35374 -0.42415 2.68388
N 0.38381 1.15196 2.45622
C -0.67669 0.69972 3.21495
C -2.08222 1.12196 2.91700
C -2.92513 1.37029 4.12007
C -4.21036 0.84583 4.25396
C -4.98917 1.10947 5.37826
C -4.48781 1.89353 6.40581
C -3.19608 2.40501 6.29825
C -2.42513 2.14250 5.17695
C -2.59576 1.34941 1.67533
C -3.90889 1.94930 1.36867
C -4.03576 2.02307 0.04046
C -2.81086 1.47679 -0.57800
N -1.96819 1.08816 0.45301
C -0.33234 -0.11168 4.25957
C 1.15842 -0.20807 4.28070
N 2.73908 0.31540 -0.46369
C 2.91218 -0.02899 -4.22387
C 3.11243 -1.32375 -4.69224
C 3.73222 -1.55980 -5.91464
C 4.15122 -0.49488 -6.69952
C 3.94061 0.80515 -6.25132
C 3.32453 1.03252 -5.02864
H -6.57022 3.00208 -5.16217
H -6.83975 1.02737 -3.68544
H -4.97642 0.30977 -2.22648
H -2.57564 3.50982 -3.67983
H -4.41649 4.23995 -5.15120
H -1.97047 1.00080 -4.70677
H 0.60623 0.45470 -5.22204
H 4.84367 -1.05023 -2.63725
H 5.44985 -1.57278 -0.15247
H 4.01226 -3.39281 1.54106
H 5.88934 -4.61775 2.59899
H 7.52202 -3.39693 4.00949
H 7.24960 -0.95565 4.36161
H 5.33917 0.24559 3.31295
H -4.59468 0.20655 3.46722
H -5.98430 0.68524 5.45316
H -5.08863 2.09821 7.28452
H -2.78442 3.01091 7.09711
H -1.41461 2.52834 5.10248
H -4.61136 2.31252 2.10327
H -4.86616 2.45321 -0.49848
H -1.01048 -0.47004 5.02217
H 1.63386 -0.09721 5.25447
H 2.77197 -2.15506 -4.08535
H 3.88085 -2.57820 -6.25442
H 4.63449 -0.67426 -7.65234
H 4.25793 1.64622 -6.85658
H 3.15183 2.04410 -4.67989
C 2.79123 3.21732 -1.75219
C 2.78155 2.76854 -0.28041
C 4.21894 2.74614 0.23713
C 1.94102 3.76875 0.50943
N 2.09123 1.49160 -0.05506
H 3.14178 4.25371 -1.80790
H 1.78872 3.16139 -2.18465
H 3.46180 2.60399 -2.35693
H 4.67257 3.73954 0.14454
H 4.82421 2.04324 -0.34654
H 4.22862 2.45457 1.29090
H 2.30746 4.78598 0.33756
H 1.96934 3.54719 1.57824
H 0.89546 3.74299 0.17080
Se 2.78815 2.25525 3.84602
C 1.62813 0.81056 3.20824
N 1.89882 -1.30655 3.51050
N -0.51078 -2.30976 2.03011
C 0.27686 -2.59406 0.94296
C 1.15479 -3.69367 0.97206
C 1.81588 -4.03447 -0.17750
C 1.59156 -3.30497 -1.35013
C 0.76839 -2.20906 -1.27697
N 0.15525 -1.81942 -0.14124
H -0.01924 -2.34519 2.91793
H -1.05117 -1.45590 1.96555
H 1.28233 -4.23546 1.90008
H 2.50446 -4.87220 -0.17767
H 2.07845 -3.55843 -2.28152
H 0.58907 -1.58270 -2.14006
*
```

Mulliken atomic charge list, values in e, 99 entries:
1. Y 0.666
2. C -0.363
3. C -0.772
4. C -0.069
5. C -0.656
6. C -0.191
7. C -0.812
8. C 1.271
9. C -0.252
10. C -1.510
11. C -1.629
12. C -0.804
13. N 1.445
14. C 2.056
15. C -0.388
16. C -1.405
17. C -1.704
18. C 0.159
19. C 2.026
20. C -1.669
21. C 0.595
22. C -0.881
23. C -0.424
24. C -0.844
25. C -0.090
26. C 0.167
27. N -0.054
28. C -0.407
29. C 1.424
30. C -0.277
31. C -0.421
32. C -0.745
33. C -0.355
34. C -0.773
35. C -0.302
36. C 0.640
37. C -1.697
38. C -1.756
39. C 0.851
40. N 0.528
41. C -1.277
42. C 0.462
43. N 1.359
44. C -1.112
45. C 0.396
46. C -0.827
47. C -0.452
48. C -0.848
49. C 0.067
50. H 0.359
51. H 0.354
52. H 0.453
53. H 0.450
54. H 0.360
55. H 0.501
56. H 0.558
57. H 0.635
58. H 0.556
59. H 0.252
60. H 0.397
61. H 0.346
62. H 0.387
63. H 0.364
64. H 0.491
65. H 0.351
66. H 0.361
67. H 0.384
68. H 0.500
69. H 0.501
70. H 0.397
71. H 0.273
72. H 0.548
73. H 0.331
74. H 0.394
75. H 0.351
76. H 0.372
77. H 0.370
78. C -1.677
79. C 1.839
80. C -1.633
81. C -1.366
82. N -0.124
83. H 0.652
84. H 0.164
85. H 0.245
86. H 0.526
87. H 0.213
88. H 0.134
89. H 0.526
90. H 0.086
91. H 0.175
92. Se -0.615
93. C -0.134
94. N -1.007
95. N -0.546
96. C 0.283
97. C -0.288
98. C -0.035
99. C -0.893

Below is a 2-piece molecular cluster, C2H4O2Si overall in a non-equilibrium geometry, with properties calculated with the ωB97M-V functional and the def2-TZVPD basis.

Values from the calculation:
LUMO energy (eV): -0.5
E_HOMO (eV): -9.68
Frontier orbital gap (eV): 9.2

Geometry as ORCA input:
```
! wB97M-V def2-TZVPD RIJCOSX def2/J DEFGRID3
* xyz 0 1
C -1.45866 0.22147 0.65601
C -1.39563 0.05595 -0.71135
O 1.98091 -1.51940 0.27055
O 1.26759 1.55415 -0.12439
Si 0.30961 0.31758 0.03407
H -2.36178 0.05847 1.20705
H -2.24707 -0.17988 -1.29999
H 1.78585 -2.20351 -0.44024
H 2.11917 1.69516 0.40829
*
```

Mulliken charges, unit e, in atom order:
1. C -0.408
2. C -0.429
3. O -0.741
4. O -0.457
5. Si 0.572
6. H 0.410
7. H 0.422
8. H 0.262
9. H 0.369

Below is C2F18NO4P2S2Ti as an isolated structure in a non-equilibrium geometry, with properties calculated with the ωB97M-V functional and the def2-TZVPD basis.

Values from the calculation:
LUMO energy (spin up / spin down) (eV): 4.7 / 4.7
E_HOMO (spin up / spin down) (eV): 0.09 / -5.67
Frontier orbital gap (spin up / spin down) (eV): 4.6 / 10.4

Geometry as ORCA input:
```
! wB97M-V def2-TZVPD RIJCOSX def2/J DEFGRID3
* xyz -2 4
Ti 0.37680 0.77099 0.10650
C 1.21856 -3.61010 -0.41570
F 1.94505 -3.39301 0.70854
F 1.91218 -4.36813 -1.29638
F 0.14963 -4.35697 -0.20036
S 0.67859 -1.88014 -1.18823
O 1.71215 -0.91316 -1.05949
O 0.38789 -2.21320 -2.56660
N -0.55108 -1.26366 -0.16469
S -1.87910 -1.95293 -0.58769
O -2.98534 -1.05501 -0.95416
O -1.88904 -3.17255 -1.37024
C -2.48055 -2.43606 1.18895
F -1.65814 -3.31926 1.79929
F -2.52018 -1.36652 1.98133
F -3.68273 -2.96593 1.10088
P -1.89158 2.97173 -0.67837
F -3.51800 2.90614 -0.69823
F -1.88039 4.22997 -1.68871
F -1.97061 4.12157 0.42789
F -0.21916 3.03154 -0.71353
F -1.83611 1.84235 0.43041
F -2.00344 1.85538 -1.84464
P 3.24335 2.34797 1.09690
F 3.27743 1.76695 2.65437
F 4.77012 2.12241 0.77413
F 2.83389 0.87511 0.68958
F 3.12007 2.89898 -0.48936
F 1.61148 2.74008 1.32519
F 3.72828 3.78546 1.63242
*
```

Mulliken charges, unit e, in atom order:
1. Ti 0.382
2. C 0.659
3. F -0.220
4. F -0.244
5. F -0.207
6. S 1.198
7. O -0.582
8. O -0.601
9. N -0.147
10. S 0.735
11. O -0.640
12. O -0.581
13. C 0.632
14. F -0.260
15. F -0.225
16. F -0.238
17. P 1.397
18. F -0.385
19. F -0.384
20. F -0.370
21. F -0.350
22. F -0.371
23. F -0.323
24. P 1.305
25. F -0.391
26. F -0.364
27. F -0.304
28. F -0.370
29. F -0.389
30. F -0.361

DFT total energy readings, ordered: -4988.3474 -4961.4603 -518.4696 -4558.5415 Ha